15
Properties=species:S:1:pos:R:3:forces:R:3:nbo_charge:R:1 method="wB97M-V/def2-TZVPD" lumo_energy_ev=0.9 max_force_ev_per_a=1.99 homo_lumo_gap_ha=0.3538 total_energy_ha=-1091.0981 e_above_lowest_kcal_mol=50.6
C -0.50858 -2.84094 -0.17342 0.68 -0.26 0.34 -0.761
C 0.63593 -0.41767 0.76717 0.35 0.13 -0.04 -0.463
C 0.39118 0.97007 1.38160 0.84 -1.78 0.30 -0.219
C -0.06366 2.02576 0.77768 -0.57 1.22 -1.08 -0.183
C 1.32178 -0.44818 -0.52070 -0.05 -0.07 -1.29 0.008
C 1.74245 -0.66295 -1.63578 0.04 0.63 1.61 -0.247
H 0.03091 -3.50280 0.52989 -0.24 0.34 -0.21 0.211
H -1.44806 -3.35904 -0.44008 0.54 0.46 -0.19 0.240
H 0.18224 -2.62481 -1.01505 -0.83 -0.31 0.22 0.240
H 1.28380 -1.02132 1.40906 -0.21 0.25 0.40 0.248
H 0.66623 1.09397 2.41465 -0.04 -0.14 0.28 0.229
H -0.21334 2.99804 1.21260 0.13 -0.05 0.51 0.223
H 2.33445 -0.66651 -2.50499 0.07 -0.20 -0.59 0.237
S -0.96677 -1.27661 0.61500 -0.56 -0.10 0.10 0.232
Cl -0.49897 2.10304 -0.88384 -0.16 -0.12 -0.36 0.006


71
Properties=species:S:1:pos:R:3:forces:R:3:lowdin_charge:R:1 method="wB97M-V/def2-TZVPD" total_charge=+2 multiplicity=5 lumo_energy_ev="-6.4 / -10.5" max_force_ev_per_a=4.07 homo_lumo_gap_ha="0.2777 / 0.1308" s2=6.064 total_energy_ha=-2314.4774
Ru -14.05559 -4.18253 13.52851 2.95 2.61 0.99 1.144
C -16.56340 -1.84420 12.48157 -0.11 -1.08 0.44 0.006
C -16.29534 -2.12276 13.95137 -0.26 1.62 -0.31 -0.259
C -17.11841 -1.51100 14.96684 -0.06 -0.35 0.48 0.027
C -16.72334 -1.61602 16.30782 1.05 0.13 0.30 0.009
C -15.48133 -2.28732 16.69117 -2.42 0.81 -0.56 0.053
C -14.81391 -2.95672 15.64797 0.88 0.57 -0.45 -0.385
N -15.20134 -2.77307 14.28794 -2.32 -0.19 1.44 -0.055
N -13.71589 -3.73354 15.69220 -1.31 0.30 0.33 -0.002
Si -12.91271 -4.24282 17.25569 -0.34 0.52 0.46 0.461
C -12.37428 -2.70851 18.24556 1.58 0.12 -0.83 -0.163
C -11.51611 -5.21714 16.61873 2.01 -1.14 0.22 -0.176
C -14.23059 -5.25949 18.12187 0.93 0.88 0.56 -0.154
H -17.17361 -0.97601 12.40481 -0.43 0.77 -0.10 0.078
H -17.14815 -2.66034 12.05613 -0.14 -0.20 0.04 0.078
H -15.69702 -1.73635 11.82701 0.27 0.01 0.55 0.093
H -18.08326 -0.97498 14.73409 1.39 -0.67 0.01 0.150
H -17.33559 -1.06242 17.06601 0.75 -0.80 -0.64 0.139
H -15.18566 -2.30216 17.75516 0.02 -0.11 -0.91 0.117
H -12.30307 -1.91383 17.48510 -0.33 0.11 0.18 0.031
H -11.26974 -2.77387 18.51852 -1.42 -0.31 0.03 0.062
H -12.93482 -2.31721 19.09979 -0.02 -0.36 -0.20 0.037
H -10.56628 -4.99598 17.18991 -0.92 -0.05 -0.59 0.062
H -11.30691 -5.00936 15.55176 -0.14 -0.14 0.50 0.016
H -11.62182 -6.32777 16.75567 -0.19 0.94 -0.26 0.057
H -14.90587 -4.51717 18.61221 0.26 -1.03 -0.16 0.043
H -13.64813 -5.86695 18.85845 -0.81 0.41 -0.30 0.063
H -14.72936 -5.90645 17.41640 -0.36 -0.23 0.01 0.010
C -15.19879 -7.22264 14.31079 0.80 -0.66 -1.29 -0.217
P -15.12648 -5.95579 12.96539 -0.45 -2.27 0.23 0.808
C -16.78315 -5.90002 12.32364 -0.86 -0.02 -0.11 -0.386
C -16.84367 -5.35711 11.04219 0.83 0.33 -1.18 -0.133
C -18.02959 -5.33283 10.32822 0.97 0.17 -0.58 -0.067
C -19.16776 -5.81088 10.94050 -1.92 0.44 -0.77 -0.069
C -19.22204 -6.16690 12.27857 1.96 -0.43 0.89 -0.029
C -17.97070 -6.29364 12.96749 -0.80 0.11 -0.82 -0.047
C -14.13164 -6.82359 11.64350 -0.37 1.76 0.27 -0.271
C -13.33723 -6.07873 10.80609 -0.76 0.23 -0.04 -0.069
C -12.26468 -6.70552 10.16642 0.38 2.79 -0.93 0.051
C -11.88761 -7.99435 10.49802 0.69 -2.38 -0.25 0.012
C -12.76375 -8.76863 11.20226 0.22 -1.86 0.37 0.004
C -13.94736 -8.21032 11.69826 0.77 -0.67 0.84 0.045
H -15.71568 -8.14518 13.98845 -0.03 0.51 0.39 0.063
H -15.68133 -6.73936 15.12307 -0.72 0.24 0.81 0.021
H -14.19083 -7.49572 14.66305 -0.23 0.22 -0.25 0.067
H -15.90006 -5.02791 10.52633 -1.05 -0.21 0.61 0.111
H -18.02628 -4.96787 9.27875 -0.17 -0.40 0.92 0.134
H -20.06950 -5.84183 10.29914 0.38 0.04 0.75 0.132
H -20.13899 -6.40051 12.82141 0.22 -0.10 -0.46 0.121
H -17.95452 -6.76775 13.94362 0.01 0.28 0.03 0.103
H -13.58122 -5.01813 10.69006 0.56 -0.29 -0.08 0.115
H -11.63355 -6.12808 9.46018 -0.49 -0.39 0.52 0.159
H -10.95296 -8.41933 10.09678 -0.52 0.30 0.34 0.155
H -12.55664 -9.83908 11.42780 -0.10 0.98 -0.37 0.152
H -14.61641 -8.76537 12.33699 -0.09 -0.48 -0.33 0.120
O -12.56733 -2.41707 12.69404 1.39 -2.13 0.28 -0.033
C -11.73333 -3.38726 12.70986 -2.36 0.23 0.61 -0.550
O -12.11002 -4.56284 13.17354 0.04 -0.05 -1.18 -0.234
C -10.38095 -3.34497 12.22252 1.69 1.11 0.24 -0.161
C -9.72473 -2.12121 12.07495 -0.20 -0.69 -0.70 0.038
C -8.39286 -2.08321 11.60881 -1.35 0.54 1.47 -0.020
C -7.64630 -3.23471 11.64498 -0.23 -1.79 -1.38 0.044
C -8.30060 -4.51458 11.78588 -0.18 3.08 0.87 -0.117
C -9.64698 -4.51267 12.11997 0.36 -2.90 0.52 0.043
N -7.47450 -5.70261 11.83995 0.44 -0.78 -0.45 -0.320
O -6.27764 -5.49227 12.06685 -1.93 -1.28 -0.35 0.104
O -8.05041 -6.78802 11.59951 1.44 1.69 0.66 0.053
H -10.30642 -1.25854 12.37007 0.22 0.37 -0.49 0.128
H -8.01376 -1.08963 11.42624 0.61 -0.16 -0.03 0.120
H -6.58855 -3.23627 11.40775 -0.08 0.09 0.12 0.128
H -10.08522 -5.48623 12.50077 0.41 1.27 -0.94 0.146


16
Properties=species:S:1:pos:R:3:forces:R:3:nbo_charge:R:1 method="wB97M-V/def2-TZVPD" lumo_energy_ev=0.9 max_force_ev_per_a=0.28 homo_lumo_gap_ha=0.3228 total_energy_ha=-271.6225 e_above_lowest_kcal_mol=81.6
C 1.65003 0.15568 -0.54682 -0.01 -0.03 -0.05 -0.612
C 0.80230 0.07324 0.70868 0.11 0.07 0.07 -0.305
C -0.61519 0.55705 0.68111 -0.01 0.27 -0.05 -0.263
C -1.33044 0.78465 -0.62153 -0.01 0.01 -0.03 -0.641
C 0.00641 -1.18775 0.99144 0.06 0.13 0.00 0.040
O -0.21956 -1.86466 -0.19120 -0.13 -0.24 0.04 -0.722
H 1.12728 -0.23061 -1.42418 0.06 0.07 0.13 0.222
H 2.56446 -0.43289 -0.42042 -0.12 0.07 -0.02 0.219
H 1.94337 1.19292 -0.74425 -0.05 -0.15 0.04 0.210
H 1.35086 0.41755 1.58688 -0.10 -0.08 -0.13 0.215
H -0.90379 1.18986 1.52021 0.04 -0.09 -0.11 0.229
H -1.35354 -0.14095 -1.20979 0.01 0.17 0.07 0.234
H -2.35920 1.11584 -0.45154 0.15 -0.05 -0.02 0.217
H -0.81972 1.54660 -1.22069 -0.08 -0.09 0.04 0.218
H -1.05869 -0.56577 1.30243 -0.05 -0.12 0.12 0.251
H -0.78457 -2.61078 0.03968 0.14 0.04 -0.10 0.489


9
Properties=species:S:1:pos:R:3:forces:R:3:nbo_charge:R:1 method="wB97M-V/def2-TZVPD" lumo_energy_ev="-1.8 / -1.8" max_force_ev_per_a=4.90 homo_lumo_gap_ha="0.3234 / 0.3232" total_energy_ha=-321.0610 e_above_lowest_kcal_mol=198.7
C 1.98084 1.03221 -0.22466 -2.86 -2.66 0.25 0.003
C 0.09069 -0.62457 0.03123 -0.07 2.17 -0.16 0.783
C -1.24759 0.24545 -0.06197 2.16 -4.39 0.31 -0.640
N 2.76203 1.83508 0.01934 0.83 0.86 0.10 -0.503
O 0.36957 -1.57698 0.90600 0.43 1.03 3.60 -0.214
O 0.33590 -1.79782 -0.48528 0.12 -0.48 -3.91 -0.210
H -0.97552 1.23203 0.12478 -0.03 1.66 0.30 0.266
H -1.75158 -0.33248 0.78108 -0.20 1.27 -1.23 0.258
H -1.56435 -0.01293 -1.09052 -0.38 0.54 0.73 0.257